Model i:
Formula: C4H10O
Source: OMol25
Level of theory: the ωB97M-V functional and the def2-TZVPD basis

Last columns: bonded neighbours and bond lengths (Å).
Atoms and positions in Å:
1 C -1.6916 1.3165 -0.2876  C2 1.428, H6 1.301, H7 1.097, H8 1.095
2 C -0.4270 0.6784 -0.4711  C1 1.428, O3 1.320, H10 1.089
3 O -0.3666 -0.6293 -0.6370  C2 1.320, C4 1.436
4 C 0.8929 -1.2579 -0.3510  O3 1.436, C5 1.515, H11 1.097, H12 1.092
5 C 1.0719 -1.4580 1.1403  C4 1.515, H13 1.094, H14 1.094, H15 1.095
6 H -1.0636 2.4552 -0.2423  C1 1.301
7 H -2.3562 0.7481 0.3753  C1 1.097
8 H -2.2445 1.6730 -1.1629  C1 1.095
9 H -0.2492 2.6626 -0.9537  no bonds
10 H 0.5179 1.1911 -0.2967  C2 1.089
11 H 1.6957 -0.6440 -0.7774  C4 1.097
12 H 0.8638 -2.2095 -0.8864  C4 1.092
13 H 2.0108 -1.9825 1.3422  C5 1.094
14 H 0.2471 -2.0492 1.5484  C5 1.094
15 H 1.0985 -0.4945 1.6598  C5 1.095

The HOMO-LUMO gap is 7.99 eV. The HOMO energy comes out at -7.452 eV. As for the spin multiplicity: 1. Its charge is 0.

***

Model ii:
Formula: C4H10O
Source: OMol25
Level of theory: the ωB97M-V functional and the def2-TZVPD basis

Last columns: bonded neighbours and bond lengths (Å).
Atoms and positions in Å:
1 C -0.0372 1.2877 0.6823  C2 1.542, H6 1.096, H7 1.088, H8 1.096
2 C -0.0553 -0.1258 0.0658  C1 1.542, C3 1.525, C4 1.528, O5 1.444
3 C 1.3425 -0.6987 -0.1462  C2 1.525, H9 1.095, H10 1.094, H11 1.096
4 C -0.9032 -0.2114 -1.2020  C2 1.528, H12 1.096, H13 1.094, H14 1.097
5 O -0.6200 -1.0089 1.0593  C2 1.444, H15 0.967
6 H -0.6385 2.0337 0.1496  C1 1.096
7 H -0.4774 1.0980 1.6594  C1 1.088
8 H 0.9639 1.7017 0.8456  C1 1.096
9 H 1.9257 -0.5802 0.7729  C3 1.095
10 H 1.2486 -1.7666 -0.3647  C3 1.094
11 H 1.8865 -0.2169 -0.9663  C3 1.096
12 H -0.4343 0.2636 -2.0719  C4 1.096
13 H -1.0771 -1.2660 -1.4342  C4 1.094
14 H -1.8744 0.2734 -1.0407  C4 1.097
15 H -1.5737 -0.8592 1.1220  O5 0.967

The HOMO-LUMO gap is 11.22 eV. The HOMO energy comes out at -10.287 eV. As for the spin multiplicity: 1. Its charge is 0.

***

model ii is the most stable structure shown above.